Record 1
Below is a 12-piece molecular cluster, CH25NO13 overall, with properties calculated with the ωB97M-V functional and the def2-TZVPD basis.

Output
- Net charge: 0
- 2S+1: 1
- ΔE to the lowest compared entry with this formula, charge and spin: 80.5 kcal/mol

Each line ends with the Mulliken charge.
Cartesian coordinates (Å):
N: -38.14889 17.03375 -3.48840  -0.19
H: -37.61979 16.29192 -3.37980  0.00
H: -37.49419 17.89167 -3.22361  0.49
H: -39.00479 17.08005 -2.88957  0.41
H: -38.20691 17.21319 -4.53606  0.36
C: -35.32160 15.78869 -4.89460  0.40
O: -35.76872 16.78874 -5.44658  -0.35
O: -33.97350 15.55731 -4.84085  -0.26
O: -36.01537 14.81712 -4.46886  -0.67
H: -33.44013 16.11908 -5.47579  0.19
O: -34.27665 17.55857 -7.51874  -0.65
H: -34.86019 17.17653 -6.79514  0.20
H: -33.39138 17.66678 -7.08048  0.34
O: -36.27971 14.91486 -1.85950  -0.73
H: -36.16934 14.94684 -2.86821  0.10
H: -35.68620 14.28394 -1.51607  0.26
O: -38.36871 12.85220 -3.16803  -0.69
H: -38.07645 13.52163 -3.94961  0.38
H: -37.54540 12.69401 -2.74454  0.29
O: -37.59831 18.44616 -7.08981  -0.60
H: -36.99174 19.21265 -7.30936  0.33
H: -38.39061 18.95968 -6.73445  0.29
O: -31.95083 14.17690 -3.37077  -0.68
H: -31.58315 14.79680 -2.59537  0.30
H: -32.86692 14.37290 -3.67261  0.38
O: -36.07011 19.51046 -4.61303  -0.65
H: -35.78750 18.73854 -5.14741  0.40
H: -36.86185 19.70998 -5.06139  0.28
O: -35.23139 13.45557 -7.11008  -0.67
H: -34.88459 13.84812 -6.36433  0.40
H: -35.60139 14.30653 -7.27922  0.40
O: -36.78825 15.60797 -7.97741  -0.67
H: -36.07566 15.84866 -8.48793  0.34
H: -37.01951 16.28001 -7.42599  0.21
O: -38.47246 14.78225 -5.56519  -0.62
H: -38.67879 14.63479 -6.46344  0.31
H: -37.58142 14.66704 -5.59592  0.41
O: -31.61527 16.74198 -6.69885  -0.60
H: -31.13914 17.55169 -6.66595  0.28
H: -31.22306 15.83763 -6.88351  0.30

---

Record 2
Below is C28H55HgO2Si4Te as an isolated structure, with properties calculated with the ωB97M-V functional and the def2-TZVPD basis.

Output
- Net charge: -1
- 2S+1: 1
- ΔE to the lowest compared entry with this formula, charge and spin: 7.7 kcal/mol

Each line ends with the Mulliken charge.
Cartesian coordinates (Å):
O: 4.73963 -2.35588 -2.94657  -0.25
C: 6.00334 -2.81876 -2.37618  -0.37
C: 6.85433 -2.25634 -3.51232  -1.01
H: 6.02386 -3.91513 -2.29774  0.29
H: 6.20267 -2.35401 -1.40439  -0.04
C: 5.49172 -1.75623 -4.03803  2.00
H: 7.27578 -3.01969 -4.16332  0.33
H: 7.56520 -1.46769 -3.25122  0.31
C: 5.18041 -2.40166 -5.36722  -2.05
H: 5.04109 -3.48456 -5.25372  0.48
H: 6.02024 -2.22837 -6.05076  0.42
H: 4.27141 -1.96405 -5.78812  0.39
C: 5.32085 -0.25783 -4.12340  -1.27
H: 5.42445 0.23293 -3.15539  0.30
H: 4.33045 -0.02031 -4.52656  0.36
H: 6.07929 0.14841 -4.80159  0.39
Hg: 2.68592 -3.59957 -3.57431  -0.02
C: -0.18642 2.53187 0.01492  -0.20
C: 0.34651 2.02895 1.23413  -0.23
C: 1.77178 2.10394 1.14226  -0.83
H: -0.23179 1.64048 2.07475  0.67
C: 2.09058 2.63155 -0.14171  -0.38
C: 0.88580 2.81630 -0.86958  -1.69
H: 0.80952 3.10402 -1.91121  0.45
H: -1.23584 2.71364 -0.19534  0.70
H: 2.47604 1.82460 1.91559  0.39
H: 3.06814 2.92982 -0.50055  0.96
C: -1.57899 -0.30002 -2.89642  -0.10
C: -0.77853 0.87961 -2.85663  -0.47
C: 0.32741 0.70821 -3.71486  -0.66
H: -1.00499 1.75600 -2.25493  0.56
C: 0.16590 -0.54989 -4.40080  -0.73
C: -1.01172 -1.17715 -3.87235  -1.01
H: -1.41367 -2.14276 -4.15685  0.40
H: -2.44157 -0.50252 -2.26097  0.42
H: 1.14362 1.40960 -3.84090  0.35
H: 0.77508 -0.92170 -5.20639  0.53
O: 3.71569 0.07684 -0.34509  -0.41
C: 4.58818 1.04814 -0.96243  -0.10
C: 5.40804 1.59941 0.18946  -0.41
H: 4.02650 1.76794 -1.55264  0.50
H: 5.29171 0.52821 -1.64747  -0.55
C: 5.80680 0.27922 0.84692  -0.62
H: 4.76444 2.14657 0.89287  0.22
H: 6.22863 2.27420 -0.11318  0.40
C: 4.47765 -0.50284 0.73230  -0.47
H: 6.17770 0.35584 1.86339  0.41
H: 6.57143 -0.20086 0.20578  0.16
H: 3.92317 -0.41581 1.68633  0.29
H: 4.63383 -1.57302 0.52135  0.28
C: -3.70575 -3.63844 0.96529  -1.39
Si: -3.78303 -2.33269 2.33550  0.91
C: -5.65214 -2.11482 2.68814  -1.35
C: -3.03433 -2.98449 3.93733  -1.14
Si: -3.54320 0.14314 2.29160  -0.59
Te: -1.80993 -1.04977 1.08013  -0.31
Si: -4.62372 1.08329 0.46499  0.59
C: -5.97385 2.07868 1.28465  -1.07
C: -3.50634 2.15998 -0.59063  -0.34
C: -5.16451 -0.28316 -0.70501  -1.09
Si: -3.21991 1.53825 4.15023  1.30
C: -4.90090 1.60198 4.99860  -1.32
C: -1.92272 0.74966 5.25868  -1.27
C: -2.64624 3.28239 3.71855  -1.08
H: -3.36052 -4.57579 1.42543  0.33
H: -3.03965 -3.40814 0.11989  0.42
H: -4.71922 -3.80971 0.57268  0.33
H: -6.08316 -3.12917 2.63114  0.42
H: -5.83950 -1.71665 3.69765  0.30
H: -6.19511 -1.48723 1.96886  0.33
H: -1.94675 -3.11380 3.86006  0.27
H: -3.25951 -2.32627 4.78865  0.24
H: -3.49268 -3.96825 4.12830  0.37
H: -5.79659 3.15393 1.10867  0.26
H: -6.92725 1.79590 0.81120  0.41
H: -6.05541 1.91856 2.36821  0.12
H: -2.60234 1.59132 -0.83790  -0.62
H: -3.97727 2.43110 -1.54587  0.39
H: -3.21362 3.08578 -0.07885  0.45
H: -5.13922 0.11624 -1.72960  0.43
H: -4.51760 -1.16798 -0.67695  0.15
H: -6.19168 -0.59400 -0.47809  0.38
H: -5.24258 0.59992 5.28822  0.26
H: -4.78989 2.20389 5.91295  0.42
H: -5.67758 2.06498 4.37887  0.37
H: -1.22072 0.12820 4.68646  0.31
H: -1.35417 1.54982 5.75606  0.39
H: -2.39433 0.12429 6.02941  0.34
H: -1.86505 3.29800 2.94600  0.26
H: -3.48115 3.90788 3.37075  0.29
H: -2.23212 3.74354 4.63084  0.39

---

Record 3
Below is a 2-piece molecular cluster, C4H6N2O overall, with properties calculated with the ωB97M-V functional and the def2-TZVPD basis.

Output
- Net charge: 0
- 2S+1: 1
- ΔE to the lowest compared entry with this formula, charge and spin: 47.0 kcal/mol

Each line ends with the Mulliken charge.
Cartesian coordinates (Å):
H: 1.45237 -0.84220 2.29564  0.26
N: 1.12121 0.02777 1.87042  -0.62
C: 0.27209 -0.22687 0.96081  0.81
C: -0.29859 -1.46840 0.42051  -0.43
C: -1.13147 -1.12052 -0.57520  -0.49
N: -1.18428 0.25944 -0.76118  -0.02
C: -0.36861 0.90967 0.15356  0.10
O: -0.21590 2.10171 0.25776  -0.54
H: -0.08786 -2.47317 0.76044  0.35
H: -1.73130 -1.76414 -1.20756  0.39
H: -1.74260 0.74480 -1.44416  0.21
H: 2.21453 1.74671 -1.66682  0.16
H: 1.69930 2.13079 -1.29221  -0.16

---

Record 4
Below is an isolated ion of composition C4H13N2S and charge +1, with properties calculated with the ωB97M-V functional and the def2-TZVPD basis.

Output
- Net charge: +1
- 2S+1: 1
- ΔE to the lowest compared entry with this formula, charge and spin: 50.6 kcal/mol

Each line ends with the Mulliken charge.
Cartesian coordinates (Å):
N: 2.30888 1.11687 -0.05885  -0.53
C: 1.46779 0.98508 1.13846  -0.35
C: 1.07979 -0.51092 1.11466  -0.83
N: 0.12022 -0.82471 -0.02776  -0.29
C: -1.20300 -0.19164 0.05370  -0.84
C: -2.01140 -0.77491 -1.29593  -0.41
S: -3.38909 0.38290 -1.20542  -0.20
H: 2.14499 1.85295 -0.73386  0.21
H: 3.28749 1.27586 0.15385  0.22
H: 0.63438 1.71119 1.24813  0.29
H: 2.10018 1.16418 2.00061  0.37
H: 0.56512 -0.93998 1.97239  0.43
H: 1.96486 -1.14802 1.13335  0.39
H: 0.13571 -1.91453 -0.03388  0.41
H: 0.80390 -0.72618 -0.83346  0.46
H: -1.60249 -0.49821 1.03600  0.31
H: -1.04658 0.88327 -0.14232  0.48
H: -2.16261 -1.81610 -0.99265  0.35
H: -1.28784 -0.48437 -2.08710  0.35
H: -3.91031 0.45726 -2.43991  0.17

---

Record 5
Below is C18H36N7O5Ru as an isolated structure, with properties calculated with the ωB97M-V functional and the def2-TZVPD basis.

Output
- Net charge: +2
- 2S+1: 6
- ΔE to the lowest compared entry with this formula, charge and spin: 0.5 kcal/mol

Each line ends with the Mulliken charge.
Cartesian coordinates (Å):
Ru: 0.24633 0.10799 0.13204  1.36
C: -2.18317 -4.68755 1.81980  -0.93
O: -1.82999 -3.62433 0.91032  -0.28
C: -0.86288 -2.77801 1.19328  0.16
O: -0.56848 -1.94754 0.32244  0.62
N: -0.24701 -2.87436 2.38029  -0.12
N: 0.79124 -1.99238 2.69002  -0.52
H: -2.94849 -5.25830 1.30739  0.22
H: -2.59565 -4.27962 2.74304  0.38
H: -1.32257 -5.32742 2.01270  0.38
H: -0.58892 -3.51413 3.08011  0.21
H: 1.57870 -2.52216 3.04512  0.30
H: 0.47270 -1.33805 3.39535  0.23
C: 0.99329 2.74010 -1.50206  -1.21
N: 0.67068 1.38325 -1.98615  0.96
C: -0.43137 1.49544 -2.96370  -1.49
C: 1.84816 0.79461 -2.66892  -1.12
C: 2.70134 -0.01742 -1.72034  -0.78
N: 1.91547 -1.07278 -1.04495  0.53
C: 2.80110 -1.80136 -0.11862  -1.18
C: 1.35227 -2.02816 -2.02031  -1.06
H: 1.12072 3.42623 -2.34476  0.45
H: 1.91287 2.72943 -0.92254  0.42
H: 0.18112 3.11369 -0.87602  0.10
H: -0.09849 2.05886 -3.84052  0.40
H: -1.27602 2.02010 -2.52317  0.41
H: -0.75201 0.50636 -3.28669  0.43
H: 2.45368 1.58406 -3.12326  0.41
H: 1.49546 0.16816 -3.48612  0.53
H: 3.13545 0.61876 -0.94563  0.34
H: 3.53328 -0.46914 -2.27215  0.42
H: 3.62284 -2.27085 -0.66729  0.42
H: 2.23011 -2.57122 0.39452  0.15
H: 3.21588 -1.11232 0.61571  0.35
H: 2.13763 -2.40287 -2.68428  0.30
H: 0.57572 -1.55972 -2.62258  0.28
H: 0.90700 -2.86202 -1.48618  0.29
N: -1.13689 1.83699 3.98480  -0.40
C: -0.51757 1.39889 2.89133  0.38
O: -0.94141 0.41886 2.25307  -0.58
C: 0.71228 2.13482 2.41618  -0.81
C: 1.53454 1.24483 1.50033  -1.34
H: -1.98569 1.39058 4.29513  0.26
H: -0.78615 2.62072 4.50974  0.21
H: 1.28348 2.49657 3.27672  0.53
H: 0.36873 3.03312 1.89108  0.30
H: 2.03349 0.45270 2.06371  0.63
H: 2.28933 1.81578 0.96198  0.55
O: -3.77231 -4.34971 -3.44557  -0.52
C: -4.70098 -3.29167 -3.50495  -0.44
N: -4.17720 -2.28621 -2.60746  -0.10
C: -4.44708 -0.97094 -2.76916  0.26
O: -5.14717 -0.51314 -3.64601  -0.61
C: -3.77563 -0.03792 -1.79118  0.17
C: -4.38176 1.17698 -1.49732  -0.53
C: -3.74195 2.05752 -0.63952  -1.03
C: -2.50173 1.71035 -0.13787  -0.50
N: -1.89274 0.56167 -0.45347  0.98
C: -2.53042 -0.30245 -1.25273  -1.05
H: -4.15474 -5.12666 -3.86636  0.32
H: -5.69535 -3.61996 -3.18798  0.33
H: -4.77221 -2.84380 -4.49680  0.35
H: -3.79108 -2.62382 -1.74005  0.16
H: -5.33834 1.40984 -1.94773  0.54
H: -4.18962 3.00289 -0.36813  0.48
H: -1.96703 2.37312 0.53156  0.31
H: -2.00806 -1.22471 -1.47504  0.81

---

Record 6
Below is a 2-piece molecular cluster, C4H10N2O overall, with properties calculated with the ωB97M-V functional and the def2-TZVPD basis.

Output
- Net charge: 0
- 2S+1: 1
- ΔE to the lowest compared entry with this formula, charge and spin: 181.4 kcal/mol

Each line ends with the Mulliken charge.
Cartesian coordinates (Å):
C: 0.13996 0.86772 2.33805  -0.35
C: -0.17387 -0.59272 2.49111  -0.46
C: -0.05896 -0.80855 -2.36524  -0.36
C: 0.99784 -0.40843 0.44748  -0.55
N: -0.35913 0.18520 -3.03252  -0.03
N: 1.07339 -0.15750 1.89780  -0.33
O: -1.75563 0.59545 -3.37796  -0.45
H: -0.39851 1.32475 1.64436  0.33
H: 0.62674 1.42195 3.19597  0.21
H: -0.11603 -0.89881 3.53982  0.23
H: -0.98361 -0.91968 1.94304  0.30
H: 1.65614 -1.29812 0.07219  0.28
H: -0.69342 -1.57403 -1.81935  0.28
H: -0.08264 -0.49058 0.02758  0.05
H: 1.39891 0.53281 -0.18325  0.27
H: -1.70444 1.54292 -3.43943  0.32
H: 0.43324 0.67763 -3.37966  0.28

---

Number 1: electronic energy -1085.9183 Eh, largest force on an atom 8.47 eV/A. Number 2: electronic energy -2829.6334 Eh, largest force on an atom 2.92 eV/A. Number 3: electronic energy -340.7200 Eh, largest force on an atom 0.59 eV/A. Number 4: electronic energy -667.5991 Eh, largest force on an atom 5.71 eV/A. Number 5: electronic energy -1561.2953 Eh, largest force on an atom 0.10 eV/A. Number 6: electronic energy -342.9124 Eh, largest force on an atom 5.28 eV/A.